(one)
DFT (ωB97M-V/def2-TZVPD) results for a cluster of 11 separate species, C33H77N11O11 in total.

Each line ends with the Löwdin charge.
Cartesian coordinates (Å):
C 5.49 3.11 -0.07  -0.061
N 4.45 4.10 0.02  0.022
C 3.21 3.76 0.42  -0.477
C 2.30 5.02 0.50  0.039
O 2.74 2.61 0.58  -0.029
H 6.15 3.18 0.79  0.081
H 6.02 3.27 -1.01  0.088
H 5.03 2.12 -0.12  0.081
H 4.68 5.06 -0.19  0.143
H 1.58 4.87 -0.31  0.061
H 2.74 5.98 0.24  0.085
H 1.78 5.05 1.46  0.068
C -7.03 -4.06 0.53  -0.066
N -5.80 -4.81 0.39  -0.003
C -4.68 -4.52 -0.30  -0.501
C -4.67 -3.18 -1.03  0.011
O -3.70 -5.29 -0.27  -0.012
H -7.68 -4.47 1.30  0.089
H -7.47 -4.28 -0.44  0.090
H -6.83 -3.01 0.74  0.083
H -5.86 -5.75 0.74  0.142
H -5.37 -3.18 -1.85  0.091
H -3.67 -2.91 -1.36  0.078
H -4.91 -2.41 -0.30  0.073
C -0.80 3.97 2.72  -0.065
N -0.12 4.98 3.49  0.021
C 1.02 4.86 4.18  -0.571
C 1.79 3.58 4.15  -0.001
O 1.34 5.83 4.87  0.001
H -0.97 4.34 1.71  0.075
H -1.80 3.92 3.13  0.077
H -0.45 2.94 2.72  0.071
H -0.55 5.89 3.58  0.150
H 1.48 2.88 3.37  0.058
H 1.82 3.10 5.13  0.093
H 2.84 3.76 3.91  0.063
C 2.04 1.52 -2.46  -0.052
N 1.54 2.87 -2.23  0.047
C 1.03 3.71 -3.12  -0.591
C 0.49 3.18 -4.45  -0.005
O 0.90 4.89 -2.95  0.035
H 2.68 1.51 -3.34  0.088
H 1.32 0.72 -2.62  0.077
H 2.58 1.29 -1.54  0.055
H 1.73 3.28 -1.32  0.083
H -0.26 3.81 -4.93  0.081
H 0.07 2.20 -4.26  0.067
H 1.27 2.92 -5.17  0.076
C 2.02 -0.62 0.58  -0.048
N 1.02 0.46 0.67  0.025
C -0.30 0.33 0.49  -0.493
C -0.87 -1.01 -0.01  0.006
O -1.06 1.30 0.71  -0.020
H 2.87 -0.09 0.14  0.071
H 1.71 -1.52 0.05  0.064
H 2.15 -0.95 1.61  0.069
H 1.36 1.40 0.80  0.079
H -0.48 -1.44 -0.93  0.053
H -1.85 -0.83 -0.44  0.072
H -0.76 -1.75 0.79  0.078
C -4.88 4.62 2.64  -0.064
N -4.62 3.45 1.81  0.011
C -4.50 2.23 2.31  -0.537
C -4.30 1.15 1.22  -0.001
O -4.58 1.92 3.51  0.001
H -4.85 4.55 3.72  0.089
H -5.84 4.98 2.27  0.079
H -4.05 5.29 2.41  0.073
H -4.26 3.59 0.88  0.099
H -3.40 0.58 1.46  0.065
H -4.35 1.59 0.23  0.060
H -5.17 0.49 1.18  0.069
C 3.14 -3.06 -2.08  -0.080
N 2.70 -3.22 -3.42  0.006
C 1.55 -2.77 -3.89  -0.583
C 1.31 -3.05 -5.31  -0.009
O 0.78 -2.08 -3.22  0.008
H 3.69 -2.13 -1.94  0.085
H 3.99 -3.73 -1.91  0.090
H 2.30 -3.23 -1.42  0.059
H 3.36 -3.68 -4.03  0.145
H 1.05 -4.10 -5.40  0.072
H 2.23 -2.87 -5.86  0.079
H 0.59 -2.35 -5.76  0.092
C -0.18 -4.93 -1.46  -0.042
N -1.43 -5.41 -2.12  0.056
C -1.49 -5.53 -3.45  -0.574
C -2.76 -6.04 -4.04  0.000
O -0.54 -5.37 -4.20  0.023
H -0.15 -5.41 -0.48  0.072
H -0.05 -3.87 -1.29  0.055
H 0.76 -5.17 -1.95  0.077
H -2.27 -5.41 -1.55  0.070
H -3.56 -5.63 -3.42  0.064
H -2.67 -7.12 -4.04  0.093
H -3.00 -5.61 -5.01  0.085
C 5.64 -1.48 2.08  -0.083
N 5.16 -0.49 2.99  0.010
C 5.69 0.71 3.12  -0.557
C 5.11 1.64 4.21  0.017
O 6.51 1.13 2.34  0.035
H 5.82 -1.18 1.05  0.089
H 4.81 -2.18 1.98  0.073
H 6.42 -2.16 2.43  0.087
H 4.37 -0.73 3.57  0.137
H 5.98 2.07 4.72  0.084
H 4.46 1.16 4.95  0.071
H 4.53 2.47 3.82  0.054
C 2.57 -7.16 1.37  -0.062
N 1.89 -6.20 2.27  0.014
C 1.86 -4.91 1.89  -0.545
C 1.02 -3.96 2.86  0.013
O 2.51 -4.50 0.96  0.033
H 3.57 -7.40 1.73  0.082
H 2.74 -6.79 0.36  0.074
H 1.92 -8.02 1.18  0.083
H 1.08 -6.56 2.76  0.132
H 1.49 -4.02 3.85  0.073
H -0.04 -4.22 2.90  0.069
H 0.91 -2.91 2.58  0.048
C -5.46 5.62 -1.41  -0.034
N -4.36 4.69 -1.81  0.023
C -3.21 4.70 -1.17  -0.561
C -2.23 3.62 -1.60  0.001
O -2.92 5.38 -0.15  -0.003
H -5.26 6.56 -1.93  0.086
H -5.63 5.71 -0.33  0.073
H -6.45 5.34 -1.77  0.076
H -4.41 3.90 -2.44  0.135
H -1.86 4.03 -2.54  0.078
H -2.68 2.64 -1.78  0.077
H -1.40 3.40 -0.92  0.069

Computed properties:
LUMO level in Eh: 0.0111
E_HOMO in eV: -8.734
Gap between HOMO and LUMO in eV: 9.03


(two)
DFT (ωB97M-V/def2-TZVPD) results for a cluster of 11 separate species, C33H77N11O11 in total.

Each line ends with the Löwdin charge.
Cartesian coordinates (Å):
C -2.99 -7.49 3.08  -0.078
N -2.05 -6.38 3.27  -0.171
C -1.49 -5.84 1.96  -0.003
C -1.53 -6.16 4.46  -0.357
O -0.61 -5.37 4.68  -0.026
H -3.98 -7.09 2.87  0.081
H -3.17 -8.07 3.99  0.079
H -2.86 -8.19 2.26  0.087
H -2.31 -5.57 1.30  0.084
H -1.09 -4.89 2.31  0.077
H -0.70 -6.43 1.51  0.092
H -1.98 -6.80 5.24  0.133
C 1.28 2.20 0.24  -0.046
N 0.75 0.91 -0.27  -0.181
C -0.13 1.05 -1.41  -0.056
C 0.89 -0.30 0.38  -0.329
O 0.34 -1.31 -0.02  -0.002
H 2.04 2.72 -0.34  0.084
H 1.72 2.00 1.22  0.073
H 0.48 2.93 0.34  0.078
H -0.68 0.15 -1.68  0.076
H -0.79 1.91 -1.28  0.086
H 0.49 1.07 -2.31  0.088
H 1.53 -0.20 1.27  0.128
C -3.65 5.18 -3.34  -0.015
N -2.48 5.84 -2.65  -0.183
C -2.77 6.77 -1.59  -0.051
C -1.23 5.48 -2.92  -0.386
O -0.26 5.83 -2.30  0.001
H -3.23 4.48 -4.07  0.078
H -4.28 5.92 -3.83  0.079
H -4.30 4.77 -2.58  0.079
H -3.09 6.16 -0.74  0.089
H -1.87 7.31 -1.30  0.086
H -3.59 7.47 -1.77  0.089
H -1.08 4.73 -3.72  0.133
C -4.80 0.34 0.65  -0.046
N -4.88 1.76 1.09  -0.184
C -3.94 2.19 2.12  -0.029
C -5.72 2.63 0.50  -0.365
O -5.77 3.84 0.64  -0.004
H -5.61 -0.02 0.01  0.082
H -4.81 -0.30 1.53  0.082
H -3.89 0.10 0.11  0.080
H -4.24 3.13 2.58  0.098
H -3.98 1.36 2.84  0.077
H -2.91 1.95 1.86  0.084
H -6.35 2.09 -0.22  0.126
C -1.71 -4.09 -3.99  -0.022
N -1.95 -4.98 -5.21  -0.184
C -0.76 -5.28 -5.99  -0.047
C -3.16 -5.09 -5.78  -0.363
O -3.33 -5.55 -6.90  0.002
H -1.32 -3.11 -4.25  0.073
H -0.98 -4.61 -3.36  0.085
H -2.66 -3.92 -3.50  0.071
H -1.14 -5.84 -6.85  0.086
H -0.29 -4.31 -6.15  0.083
H 0.00 -5.90 -5.51  0.088
H -3.94 -4.80 -5.07  0.127
C 4.50 -5.17 4.38  -0.107
N 4.77 -5.16 2.98  -0.193
C 6.02 -5.89 2.66  -0.043
C 3.77 -4.85 2.05  -0.278
O 3.98 -4.83 0.82  -0.016
H 5.40 -5.20 4.98  0.085
H 3.78 -5.92 4.72  0.089
H 4.04 -4.24 4.71  0.080
H 6.24 -5.65 1.62  0.079
H 6.85 -5.53 3.26  0.082
H 5.94 -6.98 2.75  0.089
H 2.81 -4.52 2.48  0.135
C -2.17 7.19 4.59  -0.027
N -0.73 7.20 4.34  -0.203
C -0.29 6.46 3.16  -0.066
C 0.17 7.54 5.27  -0.334
O -0.10 8.00 6.40  -0.023
H -2.33 8.08 5.20  0.089
H -2.53 6.32 5.15  0.093
H -2.62 7.22 3.60  0.083
H -0.43 5.41 3.41  0.092
H -0.89 6.73 2.29  0.077
H 0.67 6.74 2.73  0.089
H 1.19 7.49 4.87  0.131
C 5.89 0.42 1.64  -0.056
N 6.87 1.46 2.07  -0.163
C 7.65 2.27 1.06  -0.024
C 6.95 1.78 3.40  -0.366
O 7.52 2.76 3.81  0.016
H 5.12 0.81 0.98  0.076
H 5.26 0.00 2.42  0.069
H 6.41 -0.47 1.26  0.084
H 7.05 2.49 0.18  0.076
H 7.95 3.26 1.42  0.079
H 8.54 1.74 0.73  0.082
H 6.46 0.99 3.98  0.126
C -5.37 -0.05 -7.40  -0.055
N -4.32 0.23 -6.48  -0.213
C -4.49 -0.20 -5.12  -0.048
C -3.24 0.92 -6.85  -0.329
O -2.31 1.21 -6.09  -0.026
H -5.07 0.28 -8.39  0.092
H -6.26 0.48 -7.06  0.090
H -5.61 -1.11 -7.25  0.094
H -5.30 0.37 -4.65  0.095
H -4.67 -1.26 -4.93  0.083
H -3.55 -0.18 -4.58  0.083
H -3.17 1.04 -7.95  0.134
C 1.50 -0.16 7.09  -0.069
N 1.03 1.14 6.68  -0.217
C 1.97 1.98 5.96  -0.046
C -0.27 1.53 6.92  -0.265
O -0.62 2.73 6.66  -0.052
H 2.54 -0.05 7.40  0.088
H 1.43 -0.76 6.18  0.089
H 0.96 -0.63 7.91  0.088
H 2.71 2.43 6.62  0.091
H 2.57 1.38 5.28  0.080
H 1.43 2.82 5.50  0.081
H -0.84 0.70 7.38  0.132
C 2.29 -0.56 -6.12  -0.042
N 3.14 -1.69 -5.75  -0.213
C 2.76 -2.36 -4.52  -0.022
C 4.23 -1.98 -6.41  -0.381
O 4.90 -3.00 -6.32  0.008
H 2.69 -0.02 -6.98  0.084
H 2.36 0.07 -5.23  0.089
H 1.29 -0.86 -6.43  0.089
H 1.72 -2.63 -4.68  0.074
H 3.33 -3.29 -4.47  0.091
H 2.91 -1.69 -3.67  0.093
H 4.46 -1.12 -7.06  0.130

Computed properties:
LUMO level in Eh: -0.0068
E_HOMO in eV: -9.106
Gap between HOMO and LUMO in eV: 8.92


Which structure is most stable, and how do the rest compare? From most to least stable: (one), (two).


(one)
DFT (ωB97M-V/def2-TZVPD) results for a cluster of 2 separate species, C3H7O2S in total.

Each line ends with the Löwdin charge.
Cartesian coordinates (Å):
O -1.82 1.86 1.15  0.004
C -1.08 1.65 0.23  -0.292
C -0.17 0.45 0.12  -0.278
C -0.04 0.03 -1.36  -0.788
S 0.75 -1.60 -1.62  0.118
H -1.21 2.29 -0.65  0.112
H 0.81 0.72 0.53  0.108
H -0.64 -0.34 0.71  0.089
H -1.07 0.05 -1.72  0.035
H 0.64 0.73 -1.86  0.025
H 2.02 -1.76 1.41  0.012
H 0.54 -1.73 1.45  -0.021
O 1.27 -2.34 1.61  -0.124

Computed properties:
LUMO level in Eh: 0.1373
E_HOMO in eV: -2.638
Total charge: -1
Gap between HOMO and LUMO in eV: 6.37


(two)
DFT (ωB97M-V/def2-TZVPD) results for a cluster of 2 separate species, C3H7O2S in total.

Each line ends with the Löwdin charge.
Cartesian coordinates (Å):
C 0.12 -0.19 0.67  -0.458
S 1.65 0.71 0.42  0.726
C 1.10 2.30 1.02  -0.492
H 0.12 -1.20 0.25  0.011
H -0.14 -0.32 1.72  0.029
H -0.70 0.32 0.17  0.034
H 1.91 3.01 0.85  0.011
H 0.87 2.41 2.09  0.029
H 0.21 2.65 0.50  0.028
O -1.86 -3.03 -0.99  -0.146
C -1.28 -2.42 -1.90  -0.700
O -0.36 -1.57 -1.86  -0.153
H -1.64 -2.66 -2.95  0.080

Computed properties:
LUMO level in Eh: 0.1207
E_HOMO in eV: -3.950
Total charge: -1
Gap between HOMO and LUMO in eV: 7.24


Which structure is most stable, and how do the rest compare? From most to least stable: (two), (one).


(one)
DFT (ωB97M-V/def2-TZVPD) results for a cluster of 2 separate species, C3H7O2S in total.

Each line ends with the Löwdin charge.
Cartesian coordinates (Å):
C -0.92 2.13 -1.74  -0.562
S -1.57 1.18 -0.41  0.694
C -0.17 -0.16 -0.51  -0.363
H 0.19 2.44 -1.61  0.070
H -1.04 1.70 -2.76  0.034
H -1.45 3.04 -1.78  -0.016
H -0.69 -1.09 -0.14  0.026
H 0.84 -0.05 -0.05  0.044
H -0.11 -0.32 -1.60  0.009
O 1.39 -3.41 3.14  -0.154
C 1.19 -2.27 2.64  -0.704
O 0.25 -1.70 2.03  -0.166
H 2.08 -1.49 2.79  0.088

Computed properties:
LUMO level in Eh: 0.1139
E_HOMO in eV: -3.727
Total charge: -1
Gap between HOMO and LUMO in eV: 6.83


(two)
DFT (ωB97M-V/def2-TZVPD) results for a cluster of 2 separate species, C3H7O2S in total.

Each line ends with the Löwdin charge.
Cartesian coordinates (Å):
C -1.01 -0.95 1.39  -0.430
S -1.56 -1.67 -0.19  0.674
C -0.32 -1.17 -1.40  -0.457
H -0.34 -0.12 1.18  -0.004
H -0.49 -1.72 1.98  0.017
H -1.92 -0.81 1.98  0.010
H 0.65 -1.24 -0.93  0.024
H -0.43 -1.95 -2.16  0.008
H -0.48 -0.16 -1.76  0.018
O 2.41 2.62 0.06  -0.114
C 1.36 2.11 0.46  -0.654
O 0.82 1.06 -0.01  -0.180
H 0.71 2.52 1.26  0.089

Computed properties:
LUMO level in Eh: 0.1245
E_HOMO in eV: -4.311
Total charge: -1
Gap between HOMO and LUMO in eV: 7.70


Which structure is most stable, and how do the rest compare? From most to least stable: (two), (one).


(one)
DFT (ωB97M-V/def2-TZVPD) results for a cluster of 2 separate species, C3H7O2S in total.

Each line ends with the Löwdin charge.
Cartesian coordinates (Å):
C 1.46 -0.98 -0.15  -0.433
S 1.56 0.17 1.24  0.678
C 0.48 1.50 0.64  -0.435
H 1.32 -1.97 0.28  0.019
H 0.55 -0.71 -0.69  -0.008
H 2.37 -0.98 -0.72  0.010
H 0.55 1.51 -0.44  0.025
H 0.86 2.46 1.01  0.013
H -0.54 1.34 0.96  0.011
O -1.87 -0.99 0.62  -0.127
C -2.14 -0.56 -0.51  -0.681
O -1.37 -0.29 -1.46  -0.156
H -3.24 -0.50 -0.77  0.084

Computed properties:
LUMO level in Eh: 0.1295
E_HOMO in eV: -4.214
Total charge: -1
Gap between HOMO and LUMO in eV: 7.74


(two)
DFT (ωB97M-V/def2-TZVPD) results for a cluster of 2 separate species, C3H7O2S in total.

Each line ends with the Löwdin charge.
Cartesian coordinates (Å):
C 0.81 0.22 0.62  -0.197
C -0.07 -1.05 0.80  -0.614
S -0.87 -1.02 2.43  0.641
H 1.61 0.02 1.37  0.060
H 0.31 1.16 0.82  0.062
H 1.24 0.22 -0.37  0.044
H -0.89 -0.91 0.10  0.032
H 0.52 -1.94 0.65  0.061
H -0.27 0.07 2.85  -0.193
O -1.57 1.31 -2.92  -0.123
C -0.61 0.81 -2.33  -0.696
O -0.37 -0.41 -2.09  -0.160
H 0.16 1.53 -1.92  0.084

Computed properties:
LUMO level in Eh: 0.1164
E_HOMO in eV: -4.172
Total charge: -1
Gap between HOMO and LUMO in eV: 7.34


Which structure is most stable, and how do the rest compare? From most to least stable: (one), (two).